Arrangement w

This record from the OMol25 dataset describes a structure of composition C2H7N4S. The level of theory is ωB97M-V/def2-TZVPD.

```
! RIJCOSX wB97M-V def2-TZVPD def2/J DEFGRID3
* xyz 1 1
C -0.779 0.692 -0.973
C 1.030 0.423 0.917
N 1.456 -1.145 -0.593
N 1.836 -0.249 0.125
N -0.563 -0.675 1.137
N -1.368 0.007 0.290
S 0.366 1.807 -0.073
H -0.138 0.093 -1.666
H -1.491 1.278 -1.623
H 1.376 0.606 2.039
H 2.258 -1.382 -1.164
H -0.023 -1.426 0.797
H -1.839 0.663 0.940
H -2.120 -0.693 -0.154
*
```

The HOMO-LUMO gap is 9.5239 eV.



Arrangement x

This record from the OMol25 dataset describes a cluster of 2 separate species, C2H7N4S in total. The level of theory is ωB97M-V/def2-TZVPD.

```
! RIJCOSX wB97M-V def2-TZVPD def2/J DEFGRID3
* xyz 1 1
C -0.215 1.058 -1.743
C 1.037 0.311 1.347
N 0.060 0.533 -0.717
N 0.624 -0.225 0.080
N -0.470 -2.111 -0.047
N -1.038 1.575 -2.589
S -1.341 -2.382 -1.396
H 0.198 0.642 1.962
H 1.683 1.177 1.164
H 1.616 -0.442 1.874
H -0.952 -1.925 0.829
H 0.430 -2.568 0.067
H -0.757 1.715 -3.550
H -1.987 1.823 -2.329
*
```

The HOMO-LUMO gap (spin up / spin down) is 6.5110 / 6.5084 eV.



Which structure loses on stability? arrangement w does.



Arrangement w

This record from the OMol25 dataset describes a cluster of 2 separate species, C17H16N2O4 in total. The level of theory is ωB97M-V/def2-TZVPD.

```
! RIJCOSX wB97M-V def2-TZVPD def2/J DEFGRID3
* xyz 0 1
N 0.147 -4.780 -0.580
C 0.109 -4.438 0.894
C -0.734 -3.041 0.989
C -2.011 -2.877 0.333
C -2.783 -1.466 0.430
O -4.028 -1.353 0.524
C -1.811 -0.177 0.423
C -2.194 1.172 -0.269
C -1.150 2.330 -0.180
C 0.191 2.174 0.577
C 1.303 3.342 0.681
C 1.964 3.704 -0.658
C 3.019 4.873 -0.601
C 3.169 5.433 0.850
C 2.437 4.907 2.095
N 1.496 3.849 1.986
C 0.585 0.830 1.274
O 1.800 0.649 1.981
C -0.430 -0.344 1.162
C -0.114 -1.793 1.806
O 0.588 -1.942 2.837
H 0.894 -5.471 -0.747
H 0.403 -3.918 -1.103
H -0.356 -5.268 1.524
H 1.192 -4.234 1.231
H -2.503 -3.710 -0.287
H -3.185 1.279 -0.823
H -1.425 3.310 -0.718
H 1.693 3.187 -1.646
H 3.592 5.254 -1.503
H 3.894 6.312 1.002
H 2.615 5.380 3.129
H 1.719 1.062 2.879
C -1.917 -2.475 -3.516
O -0.936 -2.667 -2.507
H -2.172 -3.443 -3.948
H -2.813 -2.027 -3.079
H -1.519 -1.824 -4.298
H -0.728 -1.797 -2.142
*
```

The structure (SMILES) is NCC1=CC(=O)c2ccc(-c3ccccn3)c(O)c2C1=O.CO. The HOMO-LUMO gap is 7.9544 eV.



Arrangement x

This record from the OMol25 dataset describes a structure of composition C17H16N2O4. The level of theory is ωB97M-V/def2-TZVPD.

```
! RIJCOSX wB97M-V def2-TZVPD def2/J DEFGRID3
* xyz 0 1
C -5.537 -0.448 1.597
C -4.459 -0.777 0.434
C -4.508 -1.567 -0.626
C -3.397 -1.557 -1.330
C -2.707 -0.738 -0.801
C -1.465 -0.091 -0.904
O -0.841 -0.486 -1.747
N -0.999 0.934 -0.169
H -1.699 1.314 0.517
C 0.257 1.637 -0.272
C -0.203 3.335 -0.490
O -1.300 3.734 -0.313
O 0.879 3.637 -1.178
H 0.625 4.835 -1.160
H 0.692 1.259 -1.285
C 1.120 1.566 1.075
C 2.504 0.762 0.636
C 3.653 1.453 0.495
N 4.718 0.672 -0.013
C 3.970 -0.605 0.087
C 4.463 -1.905 -0.452
C 3.515 -2.869 -0.208
C 2.278 -2.682 0.014
C 1.710 -1.512 0.463
C 2.633 -0.296 0.056
H 0.811 -1.418 0.517
H 1.642 -3.842 -0.063
H 4.031 -3.788 -0.651
H 5.473 -2.066 -0.500
H 5.620 0.704 -0.065
H 3.982 2.647 0.481
H 0.655 1.012 1.613
H 1.436 2.640 1.347
O -3.466 -0.228 0.392
H -3.169 -2.125 -2.171
H -5.433 -2.119 -0.790
H -6.461 -1.033 1.207
H -5.162 -0.643 2.757
H -5.864 0.654 1.502
*
```

The HOMO-LUMO gap is 7.7196 eV.



Which structure loses on stability? arrangement x does.



Arrangement w

This record from the OMol25 dataset describes a cluster of 10 separate species, C5H27NO11 in total. The level of theory is ωB97M-V/def2-TZVPD.

```
! RIJCOSX wB97M-V def2-TZVPD def2/J DEFGRID3
* xyz 0 1
C -1.793 2.275 -0.968
C -2.876 1.249 -0.893
O -3.977 1.376 -1.409
N -2.678 0.185 0.020
C -1.495 -0.148 0.900
C -1.618 0.452 2.315
C -0.315 0.250 3.065
O 0.709 0.835 2.912
H -1.022 2.288 -0.138
H -1.244 2.197 -1.956
H -2.423 3.190 -0.815
H -3.550 -0.137 0.417
H -1.327 -1.238 0.881
H -0.538 0.052 0.420
H -2.026 1.479 2.375
H -2.336 -0.202 2.825
H -0.306 -0.573 3.903
O 0.624 -1.780 1.519
H 0.960 -2.647 1.271
H 1.012 -1.535 2.347
O 3.189 -1.061 2.589
H 2.921 -0.158 2.857
H 3.107 -1.109 1.626
O 1.320 0.815 -0.113
H 1.960 0.109 0.075
H 1.456 1.466 0.571
O -0.269 4.062 0.705
H -0.485 3.471 1.394
H 0.645 3.946 0.438
O 0.153 -1.037 -3.019
H 0.028 -0.865 -2.035
H 0.855 -0.414 -3.102
O 2.268 1.764 -2.398
H 3.123 1.471 -2.072
H 1.622 1.512 -1.710
O 3.169 -1.921 -0.770
H 4.054 -2.108 -0.969
H 2.584 -1.828 -1.489
O 0.946 -3.935 -0.417
H -0.016 -4.048 -0.414
H 1.117 -4.026 -1.340
O -2.636 -1.594 -3.333
H -2.313 -0.717 -3.653
H -2.580 -1.360 -2.411
*
```

The structure (SMILES) is CC(=O)NCCC=O.O.O.O.O.O.O.O.O.O. The HOMO-LUMO gap is 9.4884 eV.



Arrangement x

This record from the OMol25 dataset describes a cluster of 10 separate species, C5H27NO11 in total. The level of theory is ωB97M-V/def2-TZVPD.

```
! RIJCOSX wB97M-V def2-TZVPD def2/J DEFGRID3
* xyz 0 1
C 0.809 3.713 0.019
C 1.425 2.588 0.924
C 1.123 1.083 0.622
C -0.118 0.616 1.417
O -1.044 1.366 1.657
N -0.248 -0.677 1.922
C 0.646 -1.739 2.007
O 0.313 -2.771 2.549
H 1.271 3.769 -0.957
H 0.823 4.705 0.556
H -0.244 3.540 -0.177
H 1.074 2.804 1.982
H 2.504 2.719 0.983
H 0.916 0.818 -0.447
H 1.957 0.437 0.792
H -1.206 -0.931 2.178
H 1.581 -1.594 1.435
O -3.268 -1.208 1.106
H -3.580 -0.523 0.526
H -3.870 -1.872 1.420
O 1.420 -1.061 -2.919
H 0.526 -1.404 -2.648
H 1.197 -0.180 -3.303
O 0.744 1.560 -3.259
H 1.635 1.917 -3.231
H 0.234 1.848 -2.509
O 2.747 -1.459 -0.685
H 3.096 -2.244 -1.131
H 2.201 -1.025 -1.394
O -1.125 -1.212 -2.291
H -1.446 -1.693 -1.522
H -1.250 -0.263 -2.076
O -1.946 1.285 -2.108
H -2.513 1.413 -2.871
H -2.033 1.896 -1.381
O -3.264 2.045 0.106
H -2.815 1.540 0.808
H -3.405 2.855 0.609
O 3.916 -0.902 1.736
H 3.769 -1.118 0.765
H 4.484 -0.150 1.461
O -1.286 -3.002 -0.238
H -0.962 -3.882 -0.062
H -1.604 -2.572 0.559
*
```

The structure (SMILES) is CCCC(=O)NC=O.O.O.O.O.O.O.O.O.O. The HOMO-LUMO gap is 10.2963 eV.



Which structure loses on stability? arrangement w does.



Arrangement w

This record from the OMol25 dataset describes an isolated molecule of C19H23N5O2. The level of theory is ωB97M-V/def2-TZVPD.

```
! RIJCOSX wB97M-V def2-TZVPD def2/J DEFGRID3
* xyz 0 1
C 1.365 4.517 -2.463
O 0.818 3.407 -1.797
C 1.759 2.443 -1.390
C 2.621 2.884 -0.201
C 3.466 1.735 0.348
N 2.646 0.659 0.854
C 2.557 -0.521 0.226
O 3.260 -0.896 -0.685
C 1.465 -1.455 0.813
C 1.764 -1.721 2.194
N 1.972 -1.924 3.301
C 0.084 -0.836 0.708
N -0.008 0.417 1.052
C -1.139 1.110 0.792
C -1.253 2.460 1.160
C -2.353 3.171 0.767
C -3.361 2.564 0.001
C -3.281 1.245 -0.356
C -2.172 0.481 0.051
N -2.113 -0.835 -0.217
C -1.056 -1.532 0.171
N -1.120 -2.869 -0.027
C -2.341 -3.408 -0.612
C -2.230 -4.914 -0.407
C -1.444 -5.006 0.898
C -0.415 -3.887 0.734
H 2.003 4.203 -3.298
H 1.949 5.155 -1.791
H 0.521 5.087 -2.848
H 1.159 1.575 -1.105
H 2.407 2.158 -2.233
H 1.960 3.262 0.582
H 3.290 3.692 -0.503
H 4.100 1.315 -0.437
H 4.102 2.102 1.160
H 1.860 0.913 1.448
H 1.519 -2.382 0.238
H -0.464 2.910 1.743
H -2.450 4.212 1.037
H -4.214 3.153 -0.304
H -4.054 0.762 -0.932
H -3.211 -2.990 -0.094
H -2.404 -3.113 -1.661
H -1.663 -5.369 -1.219
H -3.205 -5.392 -0.349
H -2.096 -4.795 1.746
H -0.974 -5.975 1.049
H 0.443 -4.264 0.162
H -0.065 -3.505 1.695
*
```

The structure (SMILES) is COCCCNC(=O)[C@@H](C#N)c1nc2ccccc2nc1N1CCCC1. The HOMO-LUMO gap is 7.9931 eV.



Arrangement x

This record from the OMol25 dataset describes an isolated molecule of C19H23N5O2. The level of theory is ωB97M-V/def2-TZVPD.

```
! RIJCOSX wB97M-V def2-TZVPD def2/J DEFGRID3
* xyz 0 1
C 4.196 2.154 -7.141
O 4.064 2.949 -5.950
C 3.077 2.417 -5.041
C 3.180 3.042 -3.663
C 2.251 2.410 -2.631
C 1.488 3.303 -1.803
C 0.606 2.807 -0.783
C 0.704 1.451 -0.550
C -0.119 0.790 0.457
C -0.284 1.016 1.813
C 0.141 2.272 2.591
N -1.135 0.062 2.378
C -1.473 -0.803 1.456
C -2.213 -2.069 1.557
N -2.695 -2.632 2.806
C -3.248 -1.750 3.895
C -2.361 -1.928 5.173
O -2.441 -3.274 5.500
C -2.070 -4.246 4.484
C -2.754 -4.077 3.123
C -2.390 -2.761 0.363
C -1.833 -2.268 -0.929
N -1.126 -1.153 -0.937
N -0.844 -0.448 0.234
C 1.675 0.661 -1.260
N 2.330 1.114 -2.388
H 3.178 1.682 -7.303
H 4.648 2.567 -8.071
H 4.912 1.443 -6.888
H 3.198 1.294 -5.010
H 2.068 2.574 -5.544
H 4.150 2.947 -3.262
H 2.988 4.087 -3.855
H 1.580 4.369 -1.915
H -0.224 3.377 -0.410
H 0.729 2.774 1.938
H -0.667 2.962 3.020
H 0.803 1.892 3.414
H -3.221 -0.772 3.489
H -4.332 -1.990 4.176
H -2.675 -1.267 6.013
H -1.350 -1.754 4.903
H -1.085 -3.977 4.308
H -2.093 -5.264 4.848
H -3.733 -4.559 3.318
H -2.273 -4.761 2.411
H -2.936 -3.700 0.393
H -2.227 -2.668 -1.833
H 1.835 -0.298 -0.895
*
```

The structure (SMILES) is COCCc1ccc(-c2c(C)nc3c(N4CCOCC4)ccnn23)cn1. The HOMO-LUMO gap is 8.4607 eV.



Which structure loses on stability? arrangement x does.



Arrangement w

This record from the OMol25 dataset describes an isolated molecule of C5H8FNS. The level of theory is ωB97M-V/def2-TZVPD.

```
! RIJCOSX wB97M-V def2-TZVPD def2/J DEFGRID3
* xyz 0 1
C -0.300 2.644 1.436
C -0.259 2.069 0.241
C 0.593 0.877 -0.098
C 1.579 1.190 -1.208
F 1.317 0.505 1.028
C -0.294 -0.286 -0.488
N -0.219 -1.402 0.109
S -1.276 -2.632 -0.458
H 0.325 2.237 2.242
H -0.905 3.494 1.663
H -0.853 2.444 -0.585
H 2.195 0.338 -1.396
H 1.058 1.486 -2.119
H 2.204 2.041 -0.908
H -0.964 -0.082 -1.315
H -0.880 -3.542 0.426
*
```

The structure (SMILES) is C=C[C@@](C)(F)/C=N/S. The HOMO-LUMO gap is 9.9253 eV.



Arrangement x

This record from the OMol25 dataset describes an isolated molecule of C5H8FNS. The level of theory is ωB97M-V/def2-TZVPD.

```
! RIJCOSX wB97M-V def2-TZVPD def2/J DEFGRID3
* xyz 0 1
C 1.489 -0.813 0.248
C 0.177 -0.873 0.931
C -0.488 0.233 1.607
F 0.203 1.420 1.737
C -0.973 -0.094 0.241
N -0.594 0.859 -0.759
C -0.690 0.731 -2.066
S -0.049 1.767 -3.197
H 1.372 -1.397 -0.640
H 1.774 0.195 -0.024
H 2.326 -1.242 0.871
H -0.151 -1.809 1.267
H -1.105 0.085 2.531
H -1.949 -0.562 0.124
H -0.203 1.752 -0.455
H -1.138 -0.252 -2.418
*
```

The structure (SMILES) is C[C@H]1[C@@H](F)[C@H]1NC=S. The HOMO-LUMO gap is 8.9657 eV.



Which structure loses on stability? arrangement w does.



Arrangement w

This record from the OMol25 dataset describes a cluster of 2 separate species, C4H6BrClO in total. The level of theory is ωB97M-V/def2-TZVPD.

```
! RIJCOSX wB97M-V def2-TZVPD def2/J DEFGRID3
* xyz 0 1
C -0.799 -2.549 -0.311
C -0.941 -1.184 -0.274
Cl -2.407 -0.280 -0.539
C 0.164 -0.397 0.425
C -0.191 0.704 1.390
O 1.293 -0.739 0.257
H 0.133 -3.162 -0.221
H -1.500 -3.302 -0.689
H -0.934 1.308 1.010
H 0.790 1.328 1.489
H -0.627 0.135 2.277
Br 4.234 0.508 0.121
H 2.890 -0.111 -0.103
*
```

The structure (SMILES) is C=C(Cl)C(C)=O.Br. The HOMO-LUMO gap is 9.8657 eV.



Arrangement x

This record from the OMol25 dataset describes a cluster of 2 separate species, C4H6BrClO in total. The level of theory is ωB97M-V/def2-TZVPD.

```
! RIJCOSX wB97M-V def2-TZVPD def2/J DEFGRID3
* xyz 0 1
C -0.047 1.372 0.835
C 0.073 0.157 0.328
Br 0.846 -1.249 1.280
C -0.515 -0.113 -0.986
C -0.256 -1.413 -1.620
O -1.255 0.715 -1.551
H -0.525 2.089 0.173
H 0.226 1.562 1.808
H -0.330 -2.169 -0.835
H 0.842 -1.549 -1.994
H -1.058 -1.556 -2.412
Cl 2.970 0.630 -2.244
H 2.760 -0.476 -2.749
*
```

The structure (SMILES) is C=C(Br)C(C)=O.Cl. The HOMO-LUMO gap is 9.6921 eV.



Which structure loses on stability? arrangement w does.